Entry 1:
Formula: C5H5N3
Source: the Open Molecules 2025 dataset
Level of theory: wB97M-V/def2-TZVPD

The geometry in ORCA input format:
```
! wB97M-V def2-TZVPD RIJCOSX def2/J DEFGRID3
* xyz 0 1
H 2.052 -2.256 -0.170
N 0.978 -2.308 0.016
C 0.590 -1.061 0.061
C -0.823 -0.863 0.214
C -2.011 -0.455 0.080
C -3.398 -0.215 0.088
N -4.588 -0.259 -0.031
N 1.311 0.109 0.164
C 0.935 1.544 0.011
H 2.356 -0.070 -0.434
H 1.080 2.126 1.129
H -0.109 1.596 -0.461
H 1.628 2.112 -0.666
*
```

Results
LUMO energy = -0.5 eV
Kohn-Sham gap = 9.154 eV

The computed Löwdin charges, all in e, follow: 0.079 0.113 -0.535 0.069 0.010 -0.214 0.150 -0.067 -0.122 0.226 0.140 0.082 0.069

Entry 2:
Formula: C5H5N3
Source: the Open Molecules 2025 dataset
Level of theory: wB97M-V/def2-TZVPD

The geometry in ORCA input format:
```
! wB97M-V def2-TZVPD RIJCOSX def2/J DEFGRID3
* xyz 0 1
H 2.395 -1.549 -1.032
N 1.622 -1.360 -1.519
C 0.916 -0.382 -0.766
C -0.309 -0.107 -1.413
C -1.509 0.209 -0.756
C -1.692 0.641 0.790
N -0.812 0.773 1.705
C 0.554 0.469 1.457
N 1.222 -0.135 0.591
H -0.307 -0.237 -2.462
H -2.443 0.606 -1.262
H -2.790 0.734 1.033
H 1.157 0.520 2.418
*
```

Results
LUMO energy = -0.9 eV
Kohn-Sham gap = 8.359 eV

The computed Löwdin charges, all in e, follow: -0.040 0.153 -0.330 -0.066 0.010 -0.108 0.058 -0.213 0.113 0.091 0.098 0.110 0.123

Entry 3:
Formula: C5H5N5S
Source: the Open Molecules 2025 dataset
Level of theory: wB97M-V/def2-TZVPD

The geometry in ORCA input format:
```
! wB97M-V def2-TZVPD RIJCOSX def2/J DEFGRID3
* xyz 0 1
N 1.366 0.245 2.628
N 0.798 0.158 1.383
N -0.603 0.170 1.282
C -0.907 0.170 -0.014
N -2.138 0.104 -0.486
C -2.153 -0.021 -1.818
N -1.150 -0.056 -2.668
C 0.037 -0.032 -2.123
C 0.298 0.120 -0.765
C 1.341 0.016 0.151
S 2.983 -0.123 -0.004
H 2.305 0.231 2.342
H 1.211 -0.619 3.112
H -1.167 -0.024 2.107
H -3.059 -0.043 -2.287
H 0.838 -0.296 -2.840
*
```

Results
LUMO energy = -0.3 eV
Kohn-Sham gap = 7.863 eV

The computed Löwdin charges, all in e, follow: 0.126 -0.197 0.162 -0.293 0.159 -0.186 0.088 -0.069 -0.138 -0.760 0.609 0.005 0.097 0.178 0.083 0.136

Entry 4:
Formula: C5H5NO
Source: the Open Molecules 2025 dataset
Level of theory: wB97M-V/def2-TZVPD

The geometry in ORCA input format:
```
! wB97M-V def2-TZVPD RIJCOSX def2/J DEFGRID3
* xyz 0 1
N 2.376 1.356 0.110
C 1.766 0.377 0.194
C 0.873 -0.774 0.291
O -0.039 -0.689 1.381
C -1.138 -0.200 0.765
C -0.929 0.665 -0.408
C 0.002 -0.416 -0.855
H 1.354 -1.758 0.320
H -2.020 -0.215 1.417
H -1.830 0.641 -1.029
H -0.608 1.710 -0.259
H 0.279 -0.670 -1.875
*
```

Results
LUMO energy (alpha / beta) = -0.1 / 0.4 eV
Kohn-Sham gap (alpha / beta) = 7.746 / 8.622 eV

The computed Löwdin charges, all in e, follow: 0.175 -0.177 -0.312 -0.014 -0.087 -0.180 -0.057 0.169 0.137 0.117 0.112 0.117

Entry 5:
Formula: C5H5NO
Source: the Open Molecules 2025 dataset
Level of theory: wB97M-V/def2-TZVPD

The geometry in ORCA input format:
```
! wB97M-V def2-TZVPD RIJCOSX def2/J DEFGRID3
* xyz 0 1
C -0.021 2.438 0.513
C 0.167 1.291 0.833
C 0.318 -0.103 1.255
O 0.357 -0.402 2.428
C 0.289 -1.143 0.183
C -0.726 -0.903 -0.914
N 0.675 -1.004 -1.212
H -0.187 3.456 0.241
H 0.496 -2.137 0.581
H -1.188 0.083 -1.008
H -1.378 -1.722 -1.191
H 1.105 -0.121 -1.460
*
```

Results
LUMO energy = 0.2 eV
Kohn-Sham gap = 10.243 eV

The computed Löwdin charges, all in e, follow: 0.156 -0.037 -0.395 0.106 -0.229 -0.127 0.032 0.040 0.146 0.106 0.103 0.099

Entry 6:
Formula: C5H5NO
Source: the Open Molecules 2025 dataset
Level of theory: wB97M-V/def2-TZVPD

The geometry in ORCA input format:
```
! wB97M-V def2-TZVPD RIJCOSX def2/J DEFGRID3
* xyz 0 1
O 1.309 -2.004 -0.082
C 0.099 -1.592 0.352
C -0.843 -1.022 -0.379
C -1.328 0.136 -0.800
C -0.555 1.258 -0.260
N -0.306 2.486 -0.156
C 0.538 1.460 0.642
H 1.422 -1.729 -1.004
H -0.029 -1.791 1.412
H -2.198 0.273 -1.442
H 0.364 1.405 1.716
H 1.564 1.283 0.315
*
```

Results
LUMO energy = 0.2 eV
Kohn-Sham gap = 9.818 eV

The computed Löwdin charges, all in e, follow: 0.033 -0.203 0.007 -0.032 -0.372 0.169 -0.126 0.119 0.133 0.100 0.086 0.085

Relative energy (zero: lowest compared OMol25 entry of this formula, charge and spin) across the listed records, respectively: 368.4 291.6 120.0 440.6 315.4 398.4 kJ/mol.